[1]
Computed, not measured: 2 unconnected molecules or ions with the total composition C6H6FO at a distorted geometry, with wB97M-V/def2-TZVPD.

Properties
Energy ... -407.37096 Eh
E_LUMO ... 3.4 eV
Frontier orbital gap ... 0.2669 Eh

```
! wB97M-V def2-TZVPD RIJCOSX def2/J DEFGRID3
* xyz -1 1
H 0.09 0.53 2.52
H 0.96 -2.27 -0.96
H 0.83 -1.41 1.15
C -0.68 1.64 0.83
H -1.34 2.50 -1.04
H -1.01 2.49 1.43
H -0.59 0.55 -2.42
C 0.35 -0.55 0.67
C -0.45 0.56 -1.33
O 0.55 -1.57 -1.52
C -0.86 1.64 -0.55
C 0.16 -0.53 -0.71
F 2.04 -4.12 0.49
C -0.07 0.54 1.44
*
```

Partial charges, Mulliken, in e: 0.3253, 0.2917, 0.3974, -0.4732, 0.3031, 0.3154, 0.3474, -0.3433, -0.4951, -0.5224, -0.2833, 0.4309, -0.9515, -0.3425

[2]
Computed, not measured: C6H6I2O in the gas phase at a distorted geometry, with wB97M-V/def2-TZVPD.

Properties
Relative energy (zero: lowest compared OMol25 entry of this formula, charge and spin) ... 132.48 kJ/mol
Energy ... -902.74918 Eh
E_LUMO ... 0.3 eV
Frontier orbital gap ... 0.3373 Eh

```
! wB97M-V def2-TZVPD RIJCOSX def2/J DEFGRID3
* xyz 0 1
C 0.20 1.36 -0.88
I 2.59 -0.63 0.40
O 0.70 -2.23 -1.31
H 0.83 -2.79 -0.60
C -0.13 1.61 0.34
H -1.28 -1.03 2.28
C -0.21 0.61 1.38
H 0.30 2.02 -1.71
H -0.07 2.63 0.73
C 0.20 -0.01 -1.35
H 0.57 0.50 2.03
I -2.79 -0.50 0.18
H -0.58 -0.33 -2.11
C 0.86 -0.98 -0.89
C -1.21 -0.26 1.51
*
```

Partial charges, Mulliken, in e: -0.3542, 0.0182, -0.4666, 0.3562, -0.2293, 0.4742, -0.8383, 0.4338, 0.3582, -0.4676, 0.6535, 0.0510, 0.3400, 0.2414, -0.5706